This record from the Open Molecules 2025 dataset describes 10 unconnected molecules or ions with the total composition C52H122N6O4 in a non-equilibrium geometry. The level of theory is the ωB97M-V functional and the def2-TZVPD basis.

Positions of all 184 atoms, in Å:
C (6.41724, -13.15181, -10.10749)
C (5.35023, -13.94584, -10.82595)
N (4.28336, -13.15501, -11.42488)
C (4.73472, -12.09106, -12.33516)
C (5.58352, -12.57602, -13.52059)
C (3.31258, -14.04538, -12.06332)
C (2.32115, -14.59367, -11.00261)
H (5.97424, -12.32368, -9.55545)
H (7.14532, -12.71246, -10.80067)
H (7.04265, -13.80212, -9.49637)
H (5.72202, -14.67034, -11.56597)
H (4.88735, -14.50038, -10.00296)
H (3.82684, -11.62076, -12.70926)
H (5.29574, -11.40175, -11.70182)
H (4.94985, -13.12821, -14.21439)
H (6.05621, -11.74558, -14.04891)
H (6.42640, -13.18906, -13.19271)
H (3.82950, -14.81662, -12.65062)
H (2.70580, -13.51305, -12.79790)
H (2.01471, -15.61040, -11.24815)
H (1.45038, -13.93844, -10.98358)
H (2.76026, -14.56488, -10.00707)
C (9.55170, -15.19453, -7.24354)
C (8.53858, -16.14250, -6.60690)
N (8.33098, -17.34656, -7.42558)
C (6.93039, -17.66355, -7.69890)
C (6.29140, -16.50832, -8.47109)
C (9.07458, -18.46292, -6.91402)
C (10.58535, -18.34741, -6.61772)
H (9.93339, -14.43035, -6.56580)
H (9.18690, -14.66621, -8.12968)
H (10.38404, -15.76303, -7.66486)
H (8.78218, -16.38701, -5.56364)
H (7.60346, -15.61562, -6.39414)
H (6.47941, -17.87774, -6.71790)
H (6.94614, -18.54322, -8.34742)
H (5.41717, -16.93376, -8.97535)
H (6.87301, -16.09479, -9.29536)
H (6.02698, -15.68847, -7.80663)
H (8.64384, -18.85028, -5.96760)
H (8.98331, -19.24173, -7.68131)
H (11.11118, -18.17694, -7.55715)
H (10.70435, -17.47410, -5.97380)
H (10.88386, -19.25273, -6.10070)
C (-0.31423, -15.45421, -6.39365)
C (1.17324, -15.76843, -6.56472)
N (1.53267, -17.17393, -6.51148)
C (2.97684, -17.35458, -6.43256)
C (3.61733, -17.14037, -5.06440)
C (0.97562, -17.93099, -7.61050)
C (0.27616, -19.21720, -7.13089)
H (-0.52780, -15.45794, -5.32006)
H (-0.97770, -16.16827, -6.87793)
H (-0.54970, -14.45613, -6.75965)
H (1.38356, -15.39601, -7.58688)
H (1.75739, -15.11368, -5.91947)
H (3.27752, -18.38066, -6.65541)
H (3.46367, -16.74783, -7.20896)
H (3.72831, -16.10747, -4.72266)
H (3.09534, -17.72106, -4.30427)
H (4.66129, -17.46774, -5.07453)
H (1.72049, -18.21316, -8.36965)
H (0.28158, -17.37071, -8.24269)
H (-0.60939, -19.55718, -7.67294)
H (-0.09582, -18.94224, -6.14091)
H (0.92856, -20.08731, -7.04690)
C (8.32378, -20.16313, -14.99995)
C (9.57117, -20.95712, -14.64803)
N (10.10662, -21.70886, -15.78513)
C (10.98668, -22.77459, -15.39436)
C (11.27358, -23.73925, -16.55611)
C (10.51612, -20.85608, -16.89432)
C (9.66999, -21.10519, -18.15510)
H (7.97513, -19.56613, -14.15788)
H (7.55435, -20.85329, -15.35095)
H (8.51564, -19.46998, -15.82273)
H (10.32304, -20.30216, -14.18417)
H (9.26479, -21.69971, -13.90705)
H (11.98058, -22.45655, -15.03537)
H (10.56441, -23.39573, -14.60390)
H (11.54831, -24.72827, -16.18665)
H (10.37813, -23.87926, -17.16376)
H (12.06861, -23.38944, -17.21573)
H (11.55104, -21.08209, -17.17271)
H (10.47392, -19.80651, -16.60617)
H (9.51179, -22.17165, -18.30002)
H (9.96695, -20.55614, -19.04821)
H (8.64922, -20.74353, -17.97164)
C (-2.83506, -15.63668, -14.07646)
C (-1.32890, -15.44820, -14.24287)
N (-0.63939, -16.68379, -14.49799)
C (0.52997, -16.58803, -15.36306)
C (1.67007, -15.72750, -14.88789)
C (-0.38596, -17.50725, -13.30909)
C (-0.12588, -18.97542, -13.63364)
H (-3.03472, -16.32118, -13.25620)
H (-3.22178, -16.03475, -15.01612)
H (-3.33747, -14.67217, -13.98758)
H (-1.16428, -14.73752, -15.06141)
H (-0.82013, -14.91918, -13.41479)
H (0.94712, -17.57939, -15.57289)
H (0.20795, -16.29843, -16.36671)
H (2.38678, -15.40785, -15.64566)
H (1.23791, -14.78130, -14.52736)
H (2.23923, -16.07624, -14.02165)
H (-1.24468, -17.42631, -12.64437)
H (0.50879, -17.07815, -12.83663)
H (0.94284, -19.10178, -13.83440)
H (-0.68910, -19.35516, -14.48174)
H (-0.25565, -19.57235, -12.72840)
C (3.98155, -18.01160, -16.79153)
C (4.41534, -17.12316, -17.96293)
N (4.80932, -17.77849, -19.18547)
C (4.92195, -16.80040, -20.26300)
C (5.23925, -17.36045, -21.64942)
C (5.89759, -18.71403, -19.08361)
C (7.30007, -18.10563, -18.86868)
H (3.85799, -17.43314, -15.87784)
H (4.65116, -18.84102, -16.56599)
H (3.00222, -18.37551, -17.10947)
H (3.52052, -16.54470, -18.21587)
H (5.14636, -16.36716, -17.62420)
H (5.68986, -16.04168, -20.05096)
H (3.95400, -16.29707, -20.28318)
H (4.46174, -18.05704, -21.97102)
H (6.16683, -17.93099, -21.59734)
H (5.28848, -16.55496, -22.37748)
H (5.75782, -19.42658, -18.26852)
H (5.93987, -19.31452, -19.99373)
H (8.05992, -18.86981, -19.07173)
H (7.53001, -17.34278, -19.61778)
H (7.58702, -17.72803, -17.88639)
C (5.44057, -19.23719, -12.32397)
C (4.56532, -19.54234, -11.12212)
C (3.23409, -18.99108, -11.53967)
O (3.61863, -17.72371, -12.09670)
C (4.82267, -17.93850, -12.83881)
H (5.29450, -20.07811, -13.01011)
H (6.50205, -19.19032, -12.08094)
H (4.99046, -18.87241, -10.36272)
H (4.54220, -20.58064, -10.79497)
H (2.50681, -18.91516, -10.73287)
H (2.75428, -19.54622, -12.35772)
H (5.47362, -17.06770, -12.88154)
H (4.43299, -18.16247, -13.84428)
C (9.87460, -16.38308, -11.05930)
C (9.01754, -15.28869, -11.74558)
C (8.60856, -15.96677, -13.04641)
O (8.44501, -17.33033, -12.67784)
C (9.25728, -17.70734, -11.56054)
H (9.76265, -16.21814, -9.98920)
H (10.90172, -16.27014, -11.40037)
H (9.65115, -14.43210, -11.96746)
H (8.05914, -15.10287, -11.26051)
H (9.43188, -15.89580, -13.77547)
H (7.70212, -15.68772, -13.58365)
H (10.05508, -18.39795, -11.83012)
H (8.54007, -18.09814, -10.83921)
C (7.01378, -21.80415, -9.32683)
C (7.58843, -21.95356, -7.87891)
C (9.09606, -22.12365, -8.13259)
O (9.28103, -22.37283, -9.54448)
C (8.25616, -21.63476, -10.16578)
H (6.33460, -20.95670, -9.40755)
H (6.46954, -22.69430, -9.64023)
H (7.15038, -22.81098, -7.37231)
H (7.40332, -21.06295, -7.28178)
H (9.65227, -22.92675, -7.65594)
H (9.60966, -21.17857, -7.92896)
H (8.12590, -21.89048, -11.22408)
H (8.59380, -20.59566, -10.32684)
C (2.31845, -24.47278, -10.75720)
C (1.96416, -24.09311, -9.33317)
C (1.76497, -22.56479, -9.35443)
O (2.08752, -22.20870, -10.70148)
C (2.90797, -23.19056, -11.29593)
H (1.43510, -24.76706, -11.32299)
H (3.02299, -25.30909, -10.76161)
H (2.71736, -24.37230, -8.59071)
H (1.09552, -24.63949, -8.95638)
H (2.47072, -22.08729, -8.66551)
H (0.79212, -22.24231, -8.98667)
H (3.97689, -23.10143, -11.05565)
H (2.75854, -23.07674, -12.37055)

Values from the calculation:
- E_HOMO (eV) = -7.93
- multiplicity = 1
- ΔE to the lowest compared entry with this formula, charge and spin (kcal per mole) = 0.0
- total energy (eV) = -73028.18896
- orbital gap (eV) = 8.52
- SMILES string = CCN(CC)CC.CCN(CC)CC.CCN(CC)CC.CCN(CC)CC.CCN(CC)CC.CCN(CC)CC.C1CCOC1.C1CCOC1.C1CCOC1.C1CCOC1